Version i
12
Properties=species:S:1:pos:R:3:lowdin_charge:R:1 method="wB97M-V/def2-TZVPD" lumo_energy_ev=0.7 orbital_gap_ev=8.476
H 2.300 -1.421 0.391 0.105
N -2.723 0.876 0.291 0.130
C -0.155 0.662 0.515 0.033
C -1.661 0.296 0.036 -0.364
C 2.018 -0.413 -0.004 0.012
H 2.136 -0.354 -1.131 0.121
N 0.559 -0.239 -0.022 -0.248
O -1.355 -0.810 -0.769 -0.021
H -3.557 0.751 -0.208 0.033
H 2.562 0.253 0.636 0.081
N -0.062 -1.149 -0.774 0.022
H -0.061 1.548 1.040 0.095

Version ii
12
Properties=species:S:1:pos:R:3:lowdin_charge:R:1 method="wB97M-V/def2-TZVPD" lumo_energy_ev=0.8 orbital_gap_ev=8.344
N 0.165 -1.145 0.032 0.185
C -0.808 -0.171 -0.123 -0.406
H 2.380 -1.519 0.226 0.129
N -2.128 -0.628 -0.175 0.086
C 1.205 -0.374 -0.114 -0.517
N 0.998 0.894 0.023 0.073
H -2.288 -1.525 0.165 0.051
C -0.334 1.126 -0.111 -0.062
H -2.763 0.073 0.243 0.100
O 2.566 -0.620 -0.167 0.070
H 1.625 1.647 0.127 0.152
H -0.616 2.241 -0.126 0.139

Tell me which of them is the least stable. Sure, it is version i.

Version i
12
Properties=species:S:1:pos:R:3:lowdin_charge:R:1 method="wB97M-V/def2-TZVPD" lumo_energy_ev="0.1 / 0.1" orbital_gap_ev="7.660 / 7.661"
H 0.484 -1.604 -1.805 0.097
H -0.831 1.182 -0.931 0.245
N 0.383 0.604 1.211 0.134
O 1.411 -1.303 -1.748 0.009
N -1.438 0.343 -0.022 -0.098
C 1.476 -0.523 -0.654 -0.139
C -0.817 0.993 1.133 -0.184
H -1.320 1.804 1.643 0.118
C 0.441 -0.416 0.207 -0.418
H -2.465 0.260 -0.030 0.160
H 2.438 -0.056 -0.498 0.117
N -0.819 -0.869 -0.157 -0.041

Version ii
12
Properties=species:S:1:pos:R:3:lowdin_charge:R:1 method="wB97M-V/def2-TZVPD" lumo_energy_ev="-2.0 / -1.5" orbital_gap_ev="6.721 / 8.192"
H 1.807 -0.284 2.145 -0.008
C -0.880 0.019 0.349 -0.415
C -0.007 -0.345 -0.819 -0.298
H 2.554 -0.276 2.126 0.027
H -1.298 -0.038 2.198 0.067
N -0.600 -0.378 1.534 0.156
H -0.493 0.377 -2.978 0.143
H 1.279 -1.371 0.062 0.042
C -0.690 0.312 -1.916 -0.025
O -1.720 0.904 -1.452 0.003
N 1.053 -1.043 -0.885 0.192
N -1.932 0.790 -0.085 0.116

Tell me which of them is the least stable. Sure, it is version i.

Version i
12
Properties=species:S:1:pos:R:3:lowdin_charge:R:1 method="wB97M-V/def2-TZVPD" lumo_energy_ev="-1.5 / -1.5" orbital_gap_ev="6.850 / 6.851"
H 0.443 1.929 0.045 0.061
C -1.837 0.946 0.080 -0.174
N -1.338 0.399 -1.160 -0.039
N -1.067 0.308 0.976 0.005
H 1.614 -1.448 -0.946 0.132
N -0.370 -0.458 -1.073 0.098
O 1.984 -1.338 -0.046 0.109
H -1.636 0.686 -2.084 0.129
C 1.057 -0.829 0.718 -0.057
H 1.384 -0.587 1.725 0.151
H 1.085 1.596 -0.142 0.064
C -0.208 -0.492 0.281 -0.481

Version ii
12
Properties=species:S:1:pos:R:3:lowdin_charge:R:1 method="wB97M-V/def2-TZVPD" lumo_energy_ev=0.8 smiles=Cc1ncnn1O orbital_gap_ev=10.036
O -0.119 1.940 -0.096 0.037
C 0.266 -0.456 -0.032 -0.330
C -1.837 -0.773 0.048 -0.233
H 2.191 0.539 -0.518 0.109
N -0.598 -1.497 -0.163 0.132
N -0.496 0.695 0.112 -0.218
H -1.027 2.429 -0.251 0.182
N -1.755 0.427 0.058 0.077
H 2.236 -0.178 1.033 0.082
H 2.140 -1.466 -0.314 0.122
C 1.748 -0.401 0.044 -0.043
H -2.749 -1.257 0.078 0.086

Tell me which of them is the least stable. Sure, it is version i.

Version i
12
Properties=species:S:1:pos:R:3:lowdin_charge:R:1 method="wB97M-V/def2-TZVPD" lumo_energy_ev=0.8 smiles=OCc1nc[nH]n1 orbital_gap_ev=10.449
C -0.157 1.817 -0.280 -0.171
N 0.556 1.088 0.543 0.116
C -0.016 -0.135 0.400 -0.403
H 0.038 2.845 -0.530 0.118
N -1.085 -0.183 -0.374 0.084
H 1.286 -0.881 -0.803 0.175
H -0.618 -2.413 -0.141 0.075
C 0.893 -1.301 0.280 -0.229
N -1.138 1.081 -0.834 0.014
H 1.641 -1.376 1.085 0.126
H -1.826 1.330 -1.523 0.149
O 0.229 -2.529 0.312 -0.055

Version ii
12
Properties=species:S:1:pos:R:3:lowdin_charge:R:1 method="wB97M-V/def2-TZVPD" lumo_energy_ev=0.9 orbital_gap_ev=9.858
O -0.550 1.363 -1.410 -0.105
C 0.225 0.592 0.640 -0.466
H -0.934 1.516 2.141 0.162
H 0.841 -0.835 -2.027 0.046
C 0.158 -0.869 0.913 -0.053
N 0.599 0.691 -0.747 -0.031
H 0.279 -1.220 1.996 0.130
H -1.020 1.993 -0.727 0.118
N -0.280 1.550 1.186 0.112
H 0.167 -2.593 -0.423 0.114
C 0.250 -1.543 -0.199 -0.080
N 0.264 -0.644 -1.344 0.054

Tell me which of them is the least stable. Sure, it is version ii.

Version i
12
Properties=species:S:1:pos:R:3:lowdin_charge:R:1 method="wB97M-V/def2-TZVPD" lumo_energy_ev=0.8 smiles=Cc1cn(O)nn1 orbital_gap_ev=9.616
H -2.502 -0.446 -0.568 0.073
O 2.240 1.824 0.240 0.043
C -0.445 -0.435 0.021 -0.346
H -1.441 -1.427 -1.589 0.076
C -1.637 -1.111 -0.559 -0.055
H -1.879 -1.998 0.029 0.077
C 0.292 0.653 -0.456 -0.026
N 1.107 -0.178 1.546 0.078
H 0.178 1.224 -1.361 0.133
N 1.234 0.912 0.438 -0.153
H 2.757 1.783 1.060 0.118
N 0.096 -0.801 1.198 -0.017

Version ii
12
Properties=species:S:1:pos:R:3:lowdin_charge:R:1 method="wB97M-V/def2-TZVPD" lumo_energy_ev=0.8 smiles=OCc1nc[nH]n1 orbital_gap_ev=11.018
N 2.000 0.107 -0.600 0.056
N 0.559 -0.561 0.970 0.095
H 2.625 -0.580 1.313 0.124
H 3.005 0.256 -0.855 0.145
C -1.708 -0.188 -0.080 -0.203
H -1.966 -1.044 0.547 0.116
O -2.217 0.965 0.554 -0.054
N 0.454 0.231 -1.193 0.180
H -2.221 1.693 -0.082 0.093
C -0.168 -0.186 -0.123 -0.410
C 1.810 -0.362 0.621 -0.261
H -2.173 -0.331 -1.070 0.119

Tell me which of them is the least stable. Sure, it is version i.

Version i
12
Properties=species:S:1:pos:R:3:lowdin_charge:R:1 method="wB97M-V/def2-TZVPD" lumo_energy_ev=0.2 smiles="C=NN(N)C=C=O" orbital_gap_ev=7.379
C -1.124 -1.389 -0.154 -0.213
H 2.596 -0.513 -0.172 0.091
N 1.867 0.185 -0.306 0.024
N 0.636 -0.023 0.261 -0.283
H 0.858 -2.160 0.163 0.110
C -1.224 1.470 0.151 0.012
H -1.877 2.137 -0.426 0.084
H -1.266 1.504 1.248 0.088
H 2.053 1.184 -0.331 0.085
N -0.410 0.697 -0.461 -0.028
O -2.259 -1.742 -0.187 0.129
C 0.150 -1.348 0.215 -0.100

Version ii
12
Properties=species:S:1:pos:R:3:lowdin_charge:R:1 method="wB97M-V/def2-TZVPD" lumo_energy_ev="-0.2 / 0.1" orbital_gap_ev="7.145 / 7.495"
N -1.911 -0.269 1.573 0.111
H 1.549 -0.676 -0.086 0.048
C -0.477 -0.065 -0.211 -0.141
H -2.886 1.359 1.876 0.162
N -0.315 1.208 0.039 0.080
O -1.259 3.152 0.888 0.098
N -1.991 0.977 1.492 -0.135
H 0.238 -2.059 -0.307 0.127
C -1.210 1.955 0.850 -0.475
H 0.806 -0.732 -1.587 0.083
H 0.598 1.547 -0.176 0.150
C 0.638 -0.970 -0.533 -0.107

Tell me which of them is the least stable. Sure, it is version ii.